C17H36BN5O13P2 | wB97M-V/def2-TZVPD

Summary:
Strongest force on any atom in eV/Å: 2.8
Calculated total energy in Ha: -2628.6496
Energy above the lowest of the compared OMol25 structures with the same formula, charge and spin in kJ/mol: 0.0
Frontier orbital gap in eV: 1.990
Highest occupied orbital energy in eV: 1.4

```
! RIJCOSX wB97M-V def2-TZVPD def2/J DEFGRID3
* xyz -2 1
C 2.04 3.39 2.20
C 2.43 2.94 0.79
O 2.92 1.59 0.82
C 4.03 1.37 -0.02
C 4.02 -0.08 -0.50
O 4.19 -0.17 -1.90
C 2.93 -0.08 -2.54
C 2.14 -1.38 -2.45
O 0.84 -1.08 -2.06
C 0.05 -2.22 -1.84
N -1.25 -1.81 -1.50
C -1.52 -1.30 -0.28
N -0.52 -1.20 0.69
C -0.37 -2.30 1.70
C -0.45 -3.68 1.14
O -1.32 -4.14 0.41
O 0.60 -4.56 1.57
C 1.77 -4.43 0.87
C 2.18 -5.66 0.12
O 2.44 -3.41 0.86
C -0.97 0.04 1.38
P -0.10 0.55 2.88
N -0.49 -0.22 4.21
C -2.48 -0.17 1.44
C -3.32 1.01 1.95
O -2.71 2.28 2.07
O -2.60 2.83 0.73
N -2.70 -0.78 0.11
B -3.70 -0.35 -0.86
O -5.07 -0.51 -0.59
N -3.20 0.21 -2.05
C -2.13 1.12 -1.59
C -4.19 0.88 -2.90
H 2.45 4.37 2.41
H 0.97 3.43 2.33
H 2.45 2.68 2.91
H 3.18 3.62 0.40
H 1.54 2.97 0.16
H 4.94 1.56 0.55
H 4.00 2.01 -0.90
H 3.10 -0.54 -0.15
H 4.83 -0.63 -0.03
H 3.12 0.16 -3.57
H 2.33 0.70 -2.06
H 2.20 -1.92 -3.40
H 2.63 -2.02 -1.70
H 0.50 -2.88 -1.10
H 0.01 -2.78 -2.78
H -1.98 -1.86 -2.19
H 0.60 -2.20 2.15
H -1.08 -2.25 2.52
H 1.57 -6.52 0.37
H 3.21 -5.90 0.36
H 2.12 -5.45 -0.94
H -0.81 0.79 0.60
H -0.36 1.92 2.94
H 1.26 0.44 2.53
H 0.33 -0.69 4.57
H -2.71 -0.95 2.17
H -3.58 0.77 2.97
H -4.25 1.16 1.41
H -1.73 3.31 0.68
H -5.49 0.32 -0.36
H -2.52 1.89 -0.94
H -1.45 0.56 -0.98
H -1.58 1.64 -2.37
H -4.73 1.64 -2.33
H -4.86 0.16 -3.36
H -3.65 1.42 -3.66
O -1.50 4.23 -1.22
P 0.00 4.11 -0.82
O 0.79 5.34 -1.31
O 0.58 2.81 -1.48
O 0.08 3.92 0.73
*
```